The following is a DFT calculation (ωB97M-V with the def2-TZVPD basis set) of a structure of composition C10H18N8O2PdS2 in a non-equilibrium geometry.

Calculated values
HOMO level (spin up / spin down) = -14.97 / -14.97 eV
F_max = 1.28 eV/Å
electronic energy = -51810.545 eV
E_LUMO (spin up / spin down) = -6.312 / -8.507 eV
gap between HOMO and LUMO (spin up / spin down) = 8.657 / 6.464 eV

Geometry as ORCA input:
```
! RIJCOSX wB97M-V def2-TZVPD def2/J DEFGRID3
* xyz 2 3
Pd -0.59637 -0.65088 1.05947
N -1.06630 -3.15042 0.18708
N 0.01888 -3.60432 -0.56196
C 1.19891 -2.94833 -0.55537
N 2.22604 -3.52310 -1.15625
N 1.18393 -1.76098 0.06964
N 2.34611 -1.04100 0.25032
O 3.40873 -1.35738 -0.26758
O 2.20409 0.01074 0.86122
H -1.23245 -3.78128 0.95960
H -1.88826 -3.12283 -0.39737
H -0.01395 -4.53182 -0.95045
H 2.15786 -4.44093 -1.56547
H 3.11809 -3.05739 -1.12542
S -0.91161 -1.22497 3.27486
C -0.90662 0.51172 3.39707
N 0.27177 1.16666 3.54952
C 0.37874 2.50207 3.65261
C -0.74943 3.27996 3.62381
C -1.99029 2.65480 3.50652
C -2.06967 1.27833 3.40099
H 1.11203 0.60160 3.58236
H 1.37657 2.90088 3.77237
H -0.66654 4.35383 3.71195
H -2.89577 3.24896 3.51013
H -3.01715 0.76674 3.32421
C -1.59130 -0.27253 -3.37667
N -0.63424 0.61037 -2.72785
C 0.48801 1.20328 -3.47698
C 1.24394 2.00378 -2.40204
N 0.35038 1.85902 -1.24522
C -0.67781 1.05533 -1.47979
S -1.94715 0.71362 -0.34114
H -1.05148 -0.97582 -4.01008
H -2.28788 0.29147 -3.99790
H -2.15665 -0.80966 -2.62342
H 0.10422 1.83971 -4.27313
H 1.09354 0.42092 -3.93093
H 1.35518 3.04990 -2.67207
H 2.22906 1.59638 -2.18365
H 0.48483 2.33360 -0.37299
*
```


The following is a DFT calculation (ωB97M-V with the def2-TZVPD basis set) of a structure of composition C26H26BF6N9O4S2Ti.

Calculated values
HOMO level (spin up / spin down) = -6.15 / -8.42 eV
F_max = 0.80 eV/Å
electronic energy = -110755.587 eV
E_LUMO (spin up / spin down) = 0.163 / 0.142 eV
gap between HOMO and LUMO (spin up / spin down) = 6.314 / 8.567 eV

Geometry as ORCA input:
```
! RIJCOSX wB97M-V def2-TZVPD def2/J DEFGRID3
* xyz 0 3
Ti -0.40650 0.25019 -0.18118
C 3.04804 -0.31170 -0.62923
N 1.80979 0.02523 -1.35564
C 1.50742 -1.00740 -2.35420
C 0.76379 -2.17343 -1.76356
C 0.97839 -3.47269 -2.19138
C 0.20614 -4.49076 -1.65628
C -0.75660 -4.16766 -0.71494
C -0.90196 -2.84553 -0.33546
N -0.14930 -1.86324 -0.83983
C 2.06646 1.30210 -2.03772
C 0.82932 1.97849 -2.55475
C 0.89311 2.84094 -3.63822
C -0.23244 3.56830 -3.98507
C -1.38758 3.40525 -3.23991
C -1.38129 2.50294 -2.19390
N -0.29572 1.79292 -1.85721
C 3.00785 -1.51837 0.27791
C 4.09991 -2.38097 0.30412
C 4.08029 -3.46568 1.16326
C 2.96462 -3.66089 1.96071
C 1.93043 -2.74274 1.87393
N 1.95111 -1.68644 1.06538
H 3.33869 0.55602 -0.03538
H 3.84526 -0.47665 -1.36819
H 2.42334 -1.35576 -2.85106
H 0.87309 -0.55701 -3.12392
H 1.74138 -3.67728 -2.93134
H 0.35207 -5.51580 -1.97097
H -1.39000 -4.92402 -0.27278
H -1.63665 -2.54770 0.40100
H 2.79005 1.17090 -2.85434
H 2.51926 1.98235 -1.31373
H 1.82113 2.95050 -4.18381
H -0.20419 4.25803 -4.81842
H -2.28605 3.96507 -3.45716
H -2.26106 2.33264 -1.58976
H 4.94594 -2.20507 -0.34820
H 4.91662 -4.15154 1.20292
H 2.89469 -4.49966 2.63965
H 1.04018 -2.85255 2.48559
F 1.42132 1.99466 3.92358
C 2.29833 2.57497 3.10893
F 2.62698 3.76484 3.59613
F 3.39462 1.81146 3.04722
S 1.60750 2.72257 1.40846
O 1.19771 1.36477 1.10346
O 2.69498 3.23969 0.63066
N 0.45681 3.75281 1.57506
S -1.07177 3.54401 1.26717
O -1.59973 4.65155 0.54081
O -1.41462 2.21327 0.81751
C -1.82945 3.64139 2.94356
F -1.30638 2.70552 3.73335
F -3.13956 3.44300 2.83968
F -1.61161 4.83862 3.48505
B -3.77530 -0.19585 1.14897
N -3.50299 -0.59517 -0.33287
C -4.42019 -1.13924 -1.14600
C -3.93277 -1.12745 -2.44074
C -2.67735 -0.53438 -2.32052
N -2.42803 -0.21515 -1.04852
N -2.56930 -0.55079 2.08112
C -2.70000 -0.74500 3.40020
C -1.44147 -0.81346 3.96996
C -0.57346 -0.63797 2.89497
N -1.26231 -0.48738 1.75990
H -4.71443 -0.86026 1.51652
H -3.99647 0.98978 1.20839
H -5.35750 -1.48357 -0.74380
H -4.41419 -1.49154 -3.33149
H -1.93496 -0.34187 -3.08021
H -3.68069 -0.81397 3.84019
H -1.19520 -0.95722 5.00772
H 0.50249 -0.59398 2.86867
*
```


The following is a DFT calculation (ωB97M-V with the def2-TZVPD basis set) of the ion C4H13N3 with charge +1 in a non-equilibrium geometry.

Calculated values
HOMO level (spin up / spin down) = -7.31 / -11.20 eV
F_max = 3.45 eV/Å
electronic energy = -8818.249 eV
E_LUMO (spin up / spin down) = -3.471 / -3.519 eV
gap between HOMO and LUMO (spin up / spin down) = 3.836 / 7.676 eV

Geometry as ORCA input:
```
! RIJCOSX wB97M-V def2-TZVPD def2/J DEFGRID3
* xyz 1 2
C 0.02209 1.27783 -1.26701
C 0.04056 -0.21825 -0.85303
C 0.38004 -0.63082 0.51228
C -0.11972 -1.67602 1.23243
N -0.10252 -1.56183 2.75770
N 1.46544 0.14051 1.11562
N -1.02452 1.61602 -2.33639
H -0.13228 1.92917 -0.42123
H 0.99957 1.47595 -1.73180
H 0.78491 -0.79032 -1.54613
H -0.80829 -0.72655 -1.32323
H -0.71894 -2.41614 0.73109
H -0.93833 -1.91295 3.23009
H 0.79524 -1.88347 3.09404
H -0.17504 -0.54505 2.90118
H 2.32957 -0.17945 0.67259
H 1.28833 1.12964 1.08887
H -1.58329 0.79151 -2.59832
H -0.76217 1.92829 -3.27616
H -1.74066 2.25194 -1.98258
*
```


The following is a DFT calculation (ωB97M-V with the def2-TZVPD basis set) of a cluster of 10 separate species, C42H112N8O13 in total in a non-equilibrium geometry.

Calculated values
HOMO level = -8.57 eV
F_max = 6.71 eV/Å
electronic energy = -83897.214 eV
E_LUMO = 0.296 eV
gap between HOMO and LUMO = 8.865 eV
SMILES = COC[C@H](C)N.COC[C@H](C)N.COC[C@H](C)N.COC[C@H](C)N.COC[C@H](C)N.COCCNCCOC.COCCNCCOC.COCCNCCOC.CCO.CCO

Geometry as ORCA input:
```
! RIJCOSX wB97M-V def2-TZVPD def2/J DEFGRID3
* xyz 0 1
C -2.11699 0.87125 2.86302
O -2.69090 2.17440 2.90527
C -4.06665 2.21767 3.17918
C -4.49134 3.66285 3.35050
C -3.82297 4.31365 4.56072
N -5.95469 3.73729 3.54818
H -2.32990 0.33428 3.78730
H -1.05377 1.05208 2.72043
H -2.50857 0.36048 1.97994
H -4.61566 1.73934 2.35767
H -4.35678 1.68308 4.09355
H -4.15190 4.20932 2.46249
H -3.97413 3.85255 5.53612
H -3.91214 5.39727 4.64768
H -2.75073 4.17906 4.35376
H -6.44377 3.71800 2.66003
H -6.13648 4.62699 3.99146
C 1.31781 2.65725 0.25519
O 2.48066 1.91068 0.00700
C 2.99755 2.20900 -1.27019
C 4.16186 1.30908 -1.63976
C 5.43794 1.67228 -0.86841
N 4.33843 1.29689 -3.07024
H 0.46616 2.34256 -0.35728
H 1.44327 3.72352 0.02422
H 1.04892 2.59017 1.30676
H 2.18359 2.08778 -1.99903
H 3.30067 3.26349 -1.30749
H 3.96175 0.29244 -1.26091
H 5.78987 2.69005 -1.02003
H 6.22540 0.97145 -1.16822
H 5.28672 1.39524 0.17736
H 3.56306 0.74251 -3.43603
H 5.15071 0.75565 -3.35525
C 2.25204 -0.95316 8.16579
O 0.94710 -0.98346 7.60749
C 0.93368 -1.55165 6.33541
C -0.38138 -1.30373 5.59140
C -1.55952 -1.93788 6.31255
N -0.34079 -1.79362 4.21053
H 2.30737 -0.32899 9.05108
H 2.93771 -0.56154 7.40534
H 2.53150 -1.98863 8.38934
H 1.75492 -1.16875 5.70935
H 1.06879 -2.64602 6.35752
H -0.56375 -0.22465 5.55566
H -1.54471 -3.02026 6.45787
H -2.45884 -1.64446 5.76838
H -1.68442 -1.54717 7.32689
H -0.00110 -2.75682 4.27399
H 0.36860 -1.28637 3.68283
C -0.72079 -7.15906 -1.60175
O -1.47409 -6.06259 -2.05656
C -0.68236 -4.89777 -2.16052
C -0.02553 -4.39251 -0.88427
C -1.03230 -4.24613 0.25600
N 0.63862 -3.09571 -1.16484
H -1.37168 -8.03228 -1.56090
H -0.34781 -7.01803 -0.57952
H 0.14897 -7.39096 -2.22734
H 0.10869 -5.01581 -2.91677
H -1.34370 -4.12729 -2.56194
H 0.83435 -5.01910 -0.60448
H -1.42684 -5.23486 0.49563
H -1.82377 -3.54498 0.00221
H -0.56287 -3.88703 1.17501
H 1.35384 -3.26998 -1.87394
H 1.22470 -2.91274 -0.32653
C -2.68913 -0.64894 -2.98608
O -3.13423 0.20482 -4.02842
C -4.23459 0.99047 -3.61585
C -4.85722 1.61726 -4.83720
C -3.94258 2.51556 -5.65100
N -6.09175 2.31672 -4.44933
H -3.46580 -1.26670 -2.52943
H -2.29190 -0.01248 -2.18337
H -1.86617 -1.21935 -3.40339
H -4.99661 0.38484 -3.10945
H -3.93926 1.74378 -2.86623
H -5.12485 0.76195 -5.46766
H -3.56260 3.35664 -5.06066
H -4.45407 2.97482 -6.49654
H -3.07060 1.94060 -5.97084
H -6.45572 2.93459 -5.16218
H -5.85524 2.93358 -3.67426
C 6.61791 -3.39691 -4.58965
O 6.34738 -2.12585 -5.13297
C 5.92502 -2.11283 -6.48916
C 5.18543 -0.80938 -6.70329
N 3.83777 -0.91569 -6.17618
C 3.03356 0.28856 -6.34721
C 1.73906 0.13516 -5.59600
O 1.97678 -0.15532 -4.22007
C 0.77777 -0.36405 -3.48958
H 6.61614 -3.30305 -3.50445
H 7.57292 -3.77869 -4.96400
H 5.81897 -4.11099 -4.82494
H 5.26300 -2.94613 -6.74602
H 6.82825 -2.17938 -7.11100
H 5.22495 -0.54569 -7.76583
H 5.74105 0.01482 -6.22922
H 3.93465 -1.07345 -5.17686
H 2.81084 0.43673 -7.40754
H 3.56374 1.20531 -6.05033
H 1.06315 -0.62380 -6.00202
H 1.18331 1.08201 -5.64067
H 1.04803 -0.14249 -2.45692
H 0.43130 -1.39515 -3.57706
H -0.03839 0.31504 -3.75051
C 0.51921 -5.18187 4.14722
O 1.35954 -4.15807 3.66924
C 2.36236 -4.66145 2.78683
C 3.10745 -3.47252 2.22052
N 2.17474 -2.68340 1.42430
C 2.66247 -1.34620 1.10893
C 2.85462 -0.36275 2.25762
O 1.62610 0.01026 2.83771
C 1.69052 1.20958 3.58944
H 0.00317 -5.75204 3.36392
H -0.32107 -4.76171 4.70145
H 1.09420 -5.87567 4.76383
H 1.79153 -5.17595 2.00372
H 2.98600 -5.41884 3.26804
H 3.89155 -3.78887 1.52735
H 3.55406 -2.91273 3.05060
H 1.28193 -2.62291 1.90762
H 2.06291 -0.83367 0.35089
H 3.64385 -1.42903 0.62617
H 3.34628 0.51935 1.82997
H 3.58037 -0.71258 3.00595
H 2.23782 2.00361 3.06771
H 2.21021 1.00653 4.53117
H 0.66379 1.56369 3.67253
C -0.77367 3.34116 -4.44141
O -1.17657 3.65987 -3.13364
C -0.68516 2.70295 -2.19203
C -1.31164 3.05714 -0.83755
N -0.60492 4.17176 -0.20455
C -1.04745 4.33495 1.18649
C -0.54395 5.64520 1.74960
O -1.24940 6.67973 1.07717
C -0.86281 7.96275 1.55198
H -1.15613 4.04839 -5.17408
H -0.98565 2.29826 -4.69972
H 0.32004 3.43020 -4.56535
H 0.39841 2.82100 -2.12962
H -1.05914 1.72266 -2.50179
H -1.29007 2.14216 -0.24246
H -2.35149 3.32217 -1.06488
H -0.95266 5.01723 -0.65372
H -0.74011 3.49969 1.81492
H -2.14459 4.42279 1.19924
H 0.52927 5.75359 1.54401
H -0.69053 5.71848 2.83169
H -1.46776 8.66871 0.99537
H 0.20575 8.08506 1.33588
H -0.93907 8.05519 2.63877
C -4.94229 -1.99348 1.99167
C -3.88093 -1.66129 3.02500
O -2.85414 -2.64778 3.01120
H -5.80980 -1.34588 2.13758
H -5.30593 -3.01381 2.12428
H -4.59115 -1.90274 0.96445
H -4.30531 -1.65925 4.03743
H -3.42975 -0.68004 2.83807
H -2.03908 -2.23809 3.37029
C -1.23064 -0.33691 0.49377
C -0.89218 0.15744 -0.90483
O -1.03657 -0.87562 -1.86530
H -0.49851 -1.02119 0.92360
H -2.13013 -0.95199 0.40412
H -1.41321 0.45091 1.22680
H 0.14793 0.50622 -0.97389
H -1.53382 1.00286 -1.16205
H -0.37068 -1.57580 -1.62179
*
```


The following is a DFT calculation (ωB97M-V with the def2-TZVPD basis set) of the ion C4H9N2 with charge +1 in a non-equilibrium geometry.

Calculated values
HOMO level = -15.49 eV
F_max = 4.78 eV/Å
electronic energy = -7264.334 eV
E_LUMO = -5.608 eV
gap between HOMO and LUMO = 9.885 eV
SMILES = CN=[N+]=C(C)C

Geometry as ORCA input:
```
! RIJCOSX wB97M-V def2-TZVPD def2/J DEFGRID3
* xyz 1 1
C -0.45783 -1.66387 -1.80310
N -0.85849 -1.59747 -0.49423
N -0.62480 -0.56066 0.11173
C -0.03926 0.40698 0.65458
C 1.47067 0.29657 0.84073
C -0.81150 1.52910 1.03019
H -0.04999 -2.62905 -1.98042
H -1.30221 -1.57207 -2.52260
H 0.35906 -0.83861 -1.89921
H 1.82484 1.20364 0.40960
H 1.64412 0.26013 2.00014
H 1.85408 -0.51918 0.25554
H -0.26279 2.47273 0.93412
H -1.06405 1.47710 2.03860
H -1.68184 1.73466 0.42433
*
```


The following is a DFT calculation (ωB97M-V with the def2-TZVPD basis set) of the molecule C4H6N2O in a non-equilibrium geometry.

Calculated values
HOMO level = -10.97 eV
F_max = 1.17 eV/Å
electronic energy = -9272.030 eV
E_LUMO = 0.598 eV
gap between HOMO and LUMO = 11.569 eV
SMILES = [H]/N=C(\C#N)OCC

Geometry as ORCA input:
```
! RIJCOSX wB97M-V def2-TZVPD def2/J DEFGRID3
* xyz 0 1
H -1.46933 2.55318 -0.69952
N -1.03032 1.79057 -0.19375
C -0.61189 0.87954 -0.96828
C -0.75922 0.89536 -2.42383
N -0.90379 0.97950 -3.56799
O 0.03596 -0.20640 -0.54958
C 0.29121 -0.22505 0.86833
C 1.34575 -1.27196 1.14735
H 0.59565 0.78269 1.16050
H -0.65252 -0.43838 1.38027
H 2.24982 -1.08115 0.56184
H 1.61118 -1.23517 2.20875
H 0.98446 -2.27823 0.91384
*
```